DFT (the ωB97M-V functional and the def2-TZVPD basis) results for a molecular structure, C41H34GeN6O5SZr in a non-equilibrium geometry.

Geometry (Å):
Zr: 0.49921 0.19444 -0.11303
N: -3.08571 0.57399 -2.77704
C: -2.20423 0.68765 -1.74037
S: -2.06597 -0.67200 -0.69318
N: -1.57219 1.82359 -1.62436
N: -0.65338 1.93928 -0.61533
C: -0.31441 3.15886 -0.32991
C: 0.56251 3.55487 0.72482
C: 0.63705 4.91853 1.04896
C: 1.40057 5.36982 2.09749
C: 2.13572 4.45772 2.85386
C: 2.11276 3.11923 2.54404
C: 1.34420 2.62388 1.47002
O: 1.37963 1.35233 1.19653
H: -3.74270 -0.18619 -2.68400
H: -3.43574 1.43763 -3.16289
H: -0.78802 3.96123 -0.90301
H: 0.07834 5.61448 0.43983
H: 1.43294 6.42245 2.32996
H: 2.74241 4.80573 3.67677
H: 2.68152 2.38988 3.10427
O: 1.65099 -1.99965 2.84963
C: 0.79067 -1.53757 2.13192
N: 0.58369 -1.73398 0.79925
C: 1.28994 -2.66947 0.10642
O: 1.91114 -3.61803 0.53527
C: 1.10862 -2.48452 -1.39550
C: 1.54933 -3.46929 -2.27350
C: 1.31355 -3.31260 -3.62809
C: 0.61074 -2.19478 -4.05425
C: 0.22179 -1.25365 -3.11599
N: 0.47608 -1.38094 -1.81633
C: -0.27716 -0.61969 2.70023
C: -0.63079 -0.73135 4.04023
C: -1.59243 0.12288 4.54978
C: -2.18852 1.03651 3.69341
C: -1.79221 1.05997 2.36407
N: -0.84795 0.26196 1.87270
H: 2.06180 -4.32962 -1.87067
H: 1.64336 -4.05827 -4.33480
H: 0.37739 -2.04360 -5.09508
H: -0.34298 -0.37461 -3.40926
H: -0.14961 -1.48212 4.64735
H: -1.87081 0.07725 5.59157
H: -2.94589 1.71594 4.05337
H: -2.26261 1.73485 1.65623
O: 2.59560 -0.40336 -0.30628
C: 2.66133 0.21155 -1.38707
O: 1.74452 1.03755 -1.69780
C: 3.79766 -0.01855 -2.34027
C: 4.42957 1.33040 -2.62106
Ge: 3.08221 2.58326 -3.44930
C: 1.70441 1.70308 -4.57204
C: 2.12212 0.91384 -5.63789
C: 1.20295 0.33181 -6.49250
C: -0.15269 0.52679 -6.27878
C: -0.58086 1.30186 -5.21202
C: 0.34544 1.88730 -4.36327
C: 4.35430 3.45466 -4.73275
C: 5.56433 3.89080 -4.20091
C: 6.57860 4.35934 -5.01234
C: 6.39125 4.40844 -6.38318
C: 5.17795 4.02526 -6.92442
C: 4.16680 3.55580 -6.10337
C: 2.51962 4.18499 -2.42536
C: 1.82481 5.17030 -3.12118
C: 1.68442 6.44440 -2.60306
C: 2.24101 6.75343 -1.37205
C: 2.92214 5.77902 -0.66350
C: 3.05596 4.50318 -1.18753
H: 3.37704 -0.42514 -3.26523
H: 4.49586 -0.73711 -1.90428
H: 5.25850 1.21431 -3.32372
H: 4.83340 1.74285 -1.69458
H: 3.18168 0.77040 -5.81210
H: 1.53937 -0.26476 -7.33134
H: -0.87856 0.08064 -6.94416
H: -1.63807 1.44875 -5.03619
H: 0.01416 2.48061 -3.52113
H: 5.71005 3.85210 -3.12751
H: 7.51663 4.67478 -4.57891
H: 7.19104 4.74254 -7.02658
H: 5.01952 4.08135 -7.99145
H: 3.22022 3.25319 -6.53325
H: 1.41517 4.92697 -4.09365
H: 1.16941 7.20914 -3.16840
H: 2.14901 7.75287 -0.96955
H: 3.36415 6.01300 0.29454
H: 3.59335 3.75568 -0.61991

gap between HOMO and LUMO: 7.54 eV
charge: 0
energy relative to the best compared isomer or geometry (same formula, charge and spin): 29.8 kcal per mole
electronic energy: -130884.968 eV


DFT (the ωB97M-V functional and the def2-TZVPD basis) results for a molecular structure, C41H35BBr2F9N3O7S3Sr in a non-equilibrium geometry.

Geometry (Å):
Sr: -0.10372 -0.17883 -0.23285
O: 2.09856 0.40688 -0.76569
S: 3.24989 -0.56797 -1.11190
C: 4.20323 0.33268 -2.31046
C: 4.61143 1.76372 -1.95510
C: 3.51722 2.81806 -2.18693
C: 2.81870 3.25202 -0.90117
S: 1.16750 4.00984 -0.98985
O: 0.19333 2.98598 -0.46094
C: 0.93139 4.12226 -2.74366
C: 1.16699 5.33530 -3.37434
C: 0.97721 5.43398 -4.74724
C: 0.54531 4.32694 -5.46363
C: 0.29209 3.12280 -4.81778
C: 0.47846 3.01759 -3.44823
C: 4.34763 -0.40011 0.28139
C: 3.85472 0.19984 1.42875
C: 4.68572 0.29458 2.54139
C: 5.97815 -0.20050 2.50067
C: 6.45350 -0.80668 1.34221
C: 5.63633 -0.91626 0.23080
H: 3.57201 0.28784 -3.20283
H: 5.06894 -0.30346 -2.51180
H: 5.47775 2.00273 -2.57816
H: 4.96749 1.80194 -0.92173
H: 2.78916 2.40712 -2.88152
H: 3.94691 3.69232 -2.68283
H: 3.42889 3.95737 -0.33189
H: 2.60953 2.38312 -0.27466
H: 1.49252 6.19504 -2.80108
H: 1.15520 6.37467 -5.25327
H: 0.39105 4.40384 -6.53314
H: -0.05499 2.25477 -5.35826
H: 0.25759 2.08782 -2.94094
H: 2.83885 0.56598 1.46338
H: 4.29895 0.75206 3.44322
H: 6.61387 -0.13051 3.37466
H: 7.45731 -1.21195 1.31217
H: 5.99585 -1.41413 -0.66184
C: -3.47765 -1.80834 0.46266
C: -2.49934 -2.84226 0.92228
C: -2.95836 -4.04245 1.51981
C: -2.07776 -5.02421 1.84168
C: -0.70109 -4.83355 1.58559
C: 0.30703 -5.81666 1.80253
Br: -0.14077 -7.50136 2.56777
C: 1.59920 -5.56642 1.46325
C: 1.97390 -4.30874 0.95243
Br: 3.79015 -4.03734 0.51367
C: 1.08155 -3.25668 0.81237
O: 1.39106 -2.05494 0.51214
C: -0.31846 -3.59315 1.05672
N: -1.22298 -2.62193 0.72013
H: -4.48531 -2.04501 0.80531
H: -3.47932 -1.75291 -0.62713
H: -3.20182 -0.82691 0.84301
H: -4.01992 -4.16348 1.69474
H: -2.41273 -5.95440 2.28226
H: 2.35581 -6.32796 1.59489
O: -3.42146 0.34192 -1.99085
B: -1.95697 0.40647 -2.18823
O: -1.86351 0.88710 -3.58489
C: -3.10329 1.08883 -4.07072
C: -3.47763 1.55261 -5.31278
C: -4.84928 1.67289 -5.57186
C: -5.78984 1.33617 -4.60652
C: -5.39574 0.86825 -3.34594
C: -4.04425 0.75453 -3.10898
H: -2.73736 1.80388 -6.06023
H: -5.17816 2.02958 -6.54005
H: -6.84476 1.44068 -4.82880
H: -6.11591 0.60855 -2.58224
O: 0.63554 0.18471 2.13634
H: 0.89499 -0.72725 1.89986
H: -0.32167 0.12085 2.47123
C: -2.02024 -1.39738 -6.42917
C: -1.31202 -2.47082 -5.65447
C: -1.71341 -3.80226 -5.71818
C: -0.97983 -4.67962 -4.94424
N: 0.02706 -4.32034 -4.17136
C: 0.34657 -3.00246 -4.14412
S: 1.62313 -2.49195 -3.08537
N: -0.30278 -2.07553 -4.89680
H: -2.46812 -1.78190 -7.34837
H: -1.31488 -0.60100 -6.66301
H: -2.81604 -0.95908 -5.82706
H: -2.54194 -4.13017 -6.33267
H: -1.22207 -5.74212 -4.95086
F: -3.55925 3.31898 2.78191
C: -2.61016 2.45458 2.33148
F: -1.42369 3.08181 2.43610
F: -2.84124 2.24922 1.03356
C: -2.58564 1.09269 3.10531
O: -1.91998 0.16533 2.40929
C: -4.06687 0.62083 3.32201
F: -4.74356 1.31507 4.27350
F: -4.11050 -0.67050 3.67936
F: -4.77288 0.73556 2.17866
C: -1.94389 1.32153 4.51106
F: -2.44414 2.39687 5.17425
F: -2.13924 0.24668 5.30469
F: -0.62070 1.50022 4.41861

gap between HOMO and LUMO: 5.50 eV
charge: -2
energy relative to the best compared isomer or geometry (same formula, charge and spin): 28.0 kcal per mole
electronic energy: -260455.536 eV


DFT (the ωB97M-V functional and the def2-TZVPD basis) results for a molecular structure, C41H35ClN2PbSi2 in a non-equilibrium geometry.

Geometry (Å):
C: -0.80975 4.27005 1.63603
C: 0.17025 3.39423 2.20534
C: 1.08661 3.02103 1.16607
H: 0.24222 3.11798 3.26072
C: 0.67592 3.66490 -0.02540
C: -0.49455 4.43987 0.26587
H: -1.00069 5.11345 -0.42613
H: -1.60242 4.77806 2.17838
H: 1.98323 2.42747 1.29214
H: 1.19736 3.64362 -0.97877
Pb: -1.56557 1.66486 0.62103
Si: -0.75208 -2.18565 -1.19810
C: 0.01456 -2.16885 0.83873
C: -0.50914 -3.22892 1.57277
H: -1.21627 -3.92312 1.10783
C: -0.24566 -3.43159 2.93048
H: -0.60531 -4.33868 3.44519
C: 0.46661 -2.45999 3.64845
H: 0.71422 -2.62417 4.70979
C: 0.87803 -1.29522 2.98435
H: 1.38887 -0.49790 3.56784
C: 0.59065 -1.13585 1.60888
H: 0.84251 -0.15031 1.19993
C: 1.87774 -0.80906 -1.21965
C: 2.94527 -0.55100 -0.34606
H: 3.04351 -1.01487 0.64564
C: 3.90841 0.35944 -0.78541
H: 4.87266 0.39911 -0.27495
C: 3.59771 1.24127 -1.82689
H: 4.32319 2.01672 -2.09867
C: 2.38189 1.15082 -2.50845
H: 2.16669 1.85417 -3.30970
C: 1.51680 0.09247 -2.24168
H: 0.65377 -0.06169 -2.88851
H: -0.53849 -0.69651 -1.20679
Si: 1.95057 -2.62348 -1.07321
C: 3.14048 -3.02193 -2.50583
C: 4.35272 -3.72925 -2.42315
H: 4.55128 -4.40425 -1.57128
C: 5.38614 -3.47865 -3.33401
H: 6.35239 -3.98532 -3.22520
C: 5.21768 -2.52833 -4.35148
H: 6.05567 -2.22124 -4.98358
C: 3.93730 -2.01775 -4.58465
H: 3.75977 -1.29580 -5.38922
C: 2.91125 -2.32641 -3.70056
H: 1.93056 -1.84769 -3.84783
C: 2.42620 -3.94461 0.23229
C: 3.26277 -3.97594 1.35759
H: 3.89126 -3.12101 1.61145
C: 3.28743 -5.11125 2.18751
H: 3.90509 -5.11098 3.08737
C: 2.51339 -6.23742 1.91546
H: 2.51346 -7.10479 2.57492
C: 1.74844 -6.24856 0.75659
H: 1.14876 -7.11746 0.48397
C: 1.72606 -5.13193 -0.08496
H: 1.09269 -5.14145 -0.98560
H: -1.39333 -2.61183 -2.44697
Cl: -2.71546 -1.80159 -0.26195
C: -3.69144 4.19085 -2.80792
C: -2.85681 3.33823 -2.07445
N: -3.14974 2.96739 -0.80796
C: -4.27157 3.45430 -0.20589
C: -5.15873 4.31545 -0.90035
C: -4.84946 4.67607 -2.22460
C: -6.32247 4.79760 -0.21619
C: -6.56308 4.48286 1.09486
C: -5.65398 3.65842 1.83929
C: -5.82630 3.37090 3.20581
C: -4.88484 2.59377 3.87135
C: -3.78671 2.09643 3.15611
N: -3.60827 2.35395 1.84117
C: -4.51585 3.12973 1.18175
H: -3.40059 4.45416 -3.81911
H: -1.93368 2.93110 -2.51212
H: -5.52506 5.33965 -2.76098
H: -7.00944 5.43828 -0.76671
H: -7.44199 4.86564 1.61589
H: -6.69403 3.77685 3.72360
H: -4.97565 2.36039 4.93043
H: -3.03156 1.47073 3.64802

gap between HOMO and LUMO: 3.34 eV
charge: 0
energy relative to the best compared isomer or geometry (same formula, charge and spin): 0.0 kcal per mole
electronic energy: -79586.251 eV


DFT (the ωB97M-V functional and the def2-TZVPD basis) results for a molecular structure, C41H35FN6O5Se2Te2V.

Geometry (Å):
V: -2.78321 0.94442 0.78672
C: 0.39998 0.58961 3.76645
C: -0.22510 0.61780 2.39592
O: -1.44069 0.89765 2.36641
C: 0.59216 0.39862 1.22874
C: 1.94622 0.00981 1.39467
C: 2.76231 -0.28999 0.33860
C: 2.21268 -0.20811 -0.95505
C: 0.91630 0.18607 -1.16483
C: 0.05243 0.51686 -0.08708
O: -1.16136 0.87909 -0.36276
H: -0.38631 0.73545 4.50261
H: 1.14857 1.37929 3.85384
H: 0.89737 -0.36219 3.95042
H: 2.35264 -0.07633 2.39287
H: 3.78825 -0.60939 0.50223
H: 2.83226 -0.46530 -1.80833
H: 0.48419 0.23733 -2.15721
F: 2.94371 -3.19167 4.22474
C: 2.49495 -3.17477 2.94169
C: 1.17518 -2.94458 2.72889
C: 0.63042 -2.96525 1.43822
C: -0.75465 -2.49381 1.26980
O: -1.42964 -2.17961 2.24848
C: -1.17274 -2.40616 -0.11869
C: -0.34092 -2.87512 -1.08150
N: 0.91636 -3.34856 -0.91064
C: 1.59135 -3.74497 -2.12967
C: 2.95839 -3.31314 -2.55975
C: 2.66861 -4.77403 -2.26550
C: 1.46615 -3.32600 0.37867
C: 2.82436 -3.55072 0.61600
C: 3.40101 -3.42995 1.88166
N: 4.74431 -3.55542 2.05743
C: 5.46873 -2.76657 3.05854
C: 6.52764 -1.84561 2.44936
N: 5.90082 -0.91685 1.57018
C: 6.06435 -3.65335 -0.11535
C: 5.53326 -4.35976 1.13822
C: -2.38066 -1.67710 -0.63513
O: -2.69308 -1.78005 -1.81800
O: -2.99182 -0.91225 0.20607
H: 0.51136 -2.73458 3.55836
H: -0.69036 -2.80329 -2.10293
H: 0.86345 -3.76528 -2.92683
H: 3.57603 -2.76485 -1.86352
H: 3.07093 -3.01022 -3.59218
H: 3.10161 -5.20633 -1.37733
H: 2.58077 -5.45713 -3.09990
H: 3.50965 -3.68638 -0.19657
H: 5.90648 -3.43533 3.81460
H: 4.75055 -2.10709 3.53642
H: 7.31790 -2.51042 1.99812
H: 7.04519 -1.42093 3.34334
H: 6.60151 -0.23715 1.27411
H: 6.21762 -2.58800 0.11958
H: 6.99901 -4.11964 -0.44041
H: 5.36408 -3.71992 -0.95227
H: 6.38561 -4.72061 1.72099
H: 4.93553 -5.23974 0.87156
N: -5.14299 8.43297 -5.93377
C: -4.91388 7.62015 -5.15295
C: -4.62722 6.60373 -4.17622
C: -4.90843 6.83602 -2.83069
C: -4.62910 5.85758 -1.89424
C: -4.07998 4.63859 -2.28659
C: -3.80594 4.41432 -3.63341
C: -4.07266 5.39068 -4.57745
C: -3.79553 3.57745 -1.28436
C: -4.51319 2.41355 -1.38246
C: -5.64223 2.15558 -2.23351
C: -6.09058 0.90792 -1.92485
C: -5.21724 0.40862 -0.91053
N: -4.30337 1.29141 -0.57504
C: -2.82093 3.86288 -0.29782
C: -2.05685 5.03693 -0.18488
C: -1.29774 4.90715 0.97130
C: -1.62120 3.65760 1.50321
N: -2.53451 3.01475 0.75674
H: -5.34503 7.77868 -2.52922
H: -4.84226 6.02375 -0.84653
H: -3.37686 3.46606 -3.92949
H: -3.85392 5.21987 -5.62293
H: -6.05190 2.84664 -2.95345
H: -6.92781 0.37645 -2.34676
H: -5.23112 -0.57121 -0.46184
H: -2.06794 5.86824 -0.87183
H: -0.59596 5.61456 1.38296
H: -1.23387 3.20515 2.40099
Se: -4.74796 2.00213 3.09775
Te: -7.03450 2.29921 2.41158
Te: -6.36915 -1.44168 2.25258
Se: -4.22989 -0.38423 2.86062

⟨S²⟩: 3.77
gap between HOMO and LUMO (alpha / beta): 4.21 / 3.64 eV
charge: -2
energy relative to the best compared isomer or geometry (same formula, charge and spin): 3.3 kcal per mole
spin multiplicity: 4
electronic energy: -235950.431 eV


DFT (the ωB97M-V functional and the def2-TZVPD basis) results for a molecular structure, C41H36F4NSbSiV.

Geometry (Å):
V: 0.64293 -0.32525 -0.19097
C: 2.13709 -1.61140 3.59487
Si: 0.47117 -1.31372 2.79267
C: -0.00084 -2.76320 1.70825
C: -0.86759 -0.98771 4.07524
N: 0.57028 0.03777 1.65940
C: 0.72175 1.36776 2.06009
C: 0.94348 1.83138 3.35739
C: 1.03799 3.19744 3.60020
C: 0.92474 4.12415 2.57597
C: 0.72661 3.69393 1.26778
C: 0.64018 2.34444 1.07614
F: 0.44240 1.83287 -0.20369
H: 2.29365 -2.67649 3.78606
H: 2.23836 -1.09264 4.55080
H: 2.94752 -1.27220 2.94548
H: -0.07913 -3.65029 2.34597
H: 0.75254 -3.00475 0.95396
H: -0.97059 -2.64598 1.21546
H: -0.46970 -1.07037 5.08941
H: -1.68047 -1.71312 3.98974
H: -1.29942 0.01146 3.97936
H: 1.03538 1.13055 4.17837
H: 1.20566 3.54244 4.61202
H: 0.99739 5.18206 2.78763
H: 0.63645 4.38111 0.43643
C: 7.38261 0.77024 -2.54248
C: 6.94415 1.86989 -1.81957
C: 5.63685 1.92033 -1.36337
C: 4.75399 0.86742 -1.60790
C: 5.20396 -0.22968 -2.34568
C: 6.50757 -0.27554 -2.80931
C: 3.38687 0.96285 -1.07735
C: 2.50469 -0.02071 -0.90358
C: 2.56640 -1.46240 -1.00299
C: 1.50694 -2.06767 -1.71010
C: 1.29554 -3.45422 -1.66191
C: 2.12494 -4.24003 -0.89652
C: 3.15667 -3.64680 -0.15364
C: 3.36190 -2.28688 -0.17671
H: 8.40129 0.73115 -2.90602
H: 7.61852 2.69170 -1.61753
H: 5.29279 2.78389 -0.80528
H: 4.52630 -1.04197 -2.57898
H: 6.84313 -1.12595 -3.38870
H: 3.08197 1.96966 -0.79671
H: 0.95010 -1.47039 -2.43374
H: 0.49939 -3.89445 -2.24785
H: 1.98436 -5.31193 -0.85895
H: 3.79880 -4.27139 0.45486
H: 4.15660 -1.83433 0.40247
F: -4.07146 1.14098 -6.54802
C: -3.65501 0.88723 -5.30340
C: -2.31456 0.62773 -5.09091
C: -1.89447 0.36467 -3.79554
C: -2.79982 0.36394 -2.73746
C: -4.14599 0.63217 -2.98912
C: -4.58381 0.89485 -4.27633
Sb: -2.11104 -0.00912 -0.78867
C: -2.62847 1.76233 0.23959
C: -2.50770 1.82980 1.62607
C: -2.72012 3.02017 2.30275
C: -3.03842 4.14484 1.56555
F: -3.22497 5.30579 2.20742
C: -3.15924 4.11751 0.18921
C: -2.95109 2.91500 -0.47166
C: -3.46851 -1.46320 -0.08312
C: -3.67168 -1.64830 1.28265
C: -4.53366 -2.62977 1.74517
C: -5.18241 -3.42542 0.81867
F: -6.02397 -4.36939 1.25804
C: -4.99556 -3.27791 -0.54244
C: -4.13023 -2.28966 -0.98829
H: -1.62719 0.63433 -5.92597
H: -0.84278 0.16467 -3.62095
H: -4.86711 0.63513 -2.17901
H: -5.62242 1.10334 -4.49638
H: -2.22151 0.95813 2.19908
H: -2.62544 3.09169 3.37836
H: -3.41286 5.02330 -0.34485
H: -3.04368 2.89095 -1.55056
H: -3.17146 -1.02055 2.00811
H: -4.71677 -2.77809 2.80093
H: -5.52838 -3.92136 -1.22928
H: -3.99235 -2.15878 -2.05622

⟨S²⟩: 2.04
gap between HOMO and LUMO (alpha / beta): 7.38 / 7.83 eV
charge: +1
energy relative to the best compared isomer or geometry (same formula, charge and spin): 0.0 kcal per mole
spin multiplicity: 3
electronic energy: -95558.616 eV